Entry from the OMol25 dataset: 33 unconnected molecules or ions with the total composition C41H146N65O33 at a distorted geometry (ωB97M-V/def2-TZVPD).

```
285
Properties=species:S:1:pos:R:3
C -2.463 -1.380 0.359
C -2.204 0.045 -0.131
C -1.757 0.803 1.038
C -0.294 0.461 1.467
C 0.574 0.748 0.232
C 0.187 -0.006 -1.023
N -1.265 0.199 -1.264
O -1.625 -0.729 -2.299
C 0.687 -1.476 -0.916
C 0.896 0.562 -2.264
C -3.550 0.698 -0.473
H -1.659 -2.051 0.422
H -3.228 -1.781 -0.290
H -2.776 -1.234 1.423
H -2.459 0.641 1.857
H -1.793 1.865 0.809
H -0.184 -0.550 1.824
H -0.017 1.172 2.218
H 1.656 0.521 0.523
H 0.428 1.841 -0.027
H 0.774 -2.058 -1.826
H 0.140 -2.083 -0.152
H 1.711 -1.479 -0.633
H 0.527 0.275 -3.283
H 1.939 0.183 -2.239
H 0.902 1.681 -2.210
H -4.062 0.351 -1.335
H -3.631 1.798 -0.673
H -4.231 0.596 0.398
C 6.050 3.544 4.569
O 6.506 3.303 5.719
N 4.943 4.411 4.414
N 6.451 3.021 3.365
H 4.773 5.024 5.175
H 4.430 4.410 3.539
H 6.150 3.396 2.442
H 7.288 2.452 3.362
C 6.112 -6.127 -1.206
O 6.749 -5.188 -0.795
N 5.890 -6.380 -2.492
N 5.577 -7.201 -0.437
H 5.482 -7.281 -2.792
H 6.210 -5.699 -3.186
H 5.446 -6.964 0.588
H 4.896 -7.762 -0.893
C 2.783 4.010 1.130
O 3.313 3.404 2.092
N 1.414 3.971 1.095
N 3.445 4.726 0.231
H 1.137 3.644 1.993
H 0.889 4.741 0.696
H 3.076 5.012 -0.674
H 4.422 4.703 0.363
C -1.068 3.467 -3.539
O -0.995 4.639 -3.823
N -0.829 2.459 -4.424
N -1.492 3.011 -2.331
H -1.350 1.633 -4.138
H -1.051 2.628 -5.390
H -1.786 3.745 -1.684
H -1.382 2.044 -1.981
C 5.630 2.865 -0.251
O 6.127 3.675 0.554
N 4.744 1.927 0.144
N 6.065 2.793 -1.565
H 4.228 1.416 -0.563
H 4.454 2.206 1.074
H 6.896 3.329 -1.776
H 6.176 1.808 -1.914
C -3.272 0.037 4.379
O -4.185 -0.586 3.891
N -2.037 -0.525 4.635
N -3.418 1.333 4.675
H -1.909 -1.543 4.485
H -1.406 -0.107 5.258
H -2.720 1.714 5.296
H -4.398 1.700 4.785
C -5.160 8.510 2.692
O -5.503 9.382 3.468
N -3.889 8.007 2.759
N -5.945 7.867 1.765
H -3.578 7.191 2.285
H -3.311 8.563 3.329
H -5.469 7.217 1.066
H -6.887 8.173 1.580
C -9.650 -1.838 -2.080
O -10.551 -2.453 -2.664
N -8.365 -1.946 -2.556
N -9.848 -1.182 -0.899
H -8.403 -1.936 -3.577
H -7.853 -1.110 -2.265
H -9.001 -0.708 -0.518
H -10.678 -0.629 -0.825
C 3.617 -4.879 -5.997
O 4.782 -5.256 -5.727
N 3.153 -3.802 -5.293
N 2.793 -5.470 -6.963
H 3.834 -3.401 -4.706
H 2.418 -3.214 -5.599
H 3.314 -5.835 -7.754
H 2.033 -4.837 -7.156
C 3.702 -6.886 2.880
O 4.797 -7.519 2.871
N 3.473 -5.808 2.099
N 2.683 -7.180 3.722
H 4.280 -5.505 1.545
H 2.743 -5.165 2.244
H 1.797 -6.774 3.555
H 2.767 -8.029 4.269
C 1.719 -2.829 5.512
O 0.619 -2.681 5.049
N 1.986 -2.474 6.819
N 2.734 -3.007 4.649
H 2.927 -2.456 7.162
H 1.188 -2.438 7.401
H 2.424 -3.470 3.807
H 3.744 -2.895 4.854
C -0.550 -5.069 2.439
O 0.423 -5.634 2.933
N -1.349 -5.704 1.565
N -0.839 -3.781 2.721
H -0.854 -6.421 1.033
H -2.146 -5.107 1.283
H -0.510 -3.307 3.502
H -1.546 -3.194 2.279
C -1.838 -0.441 -8.034
O -1.158 -0.774 -8.951
N -1.757 0.739 -7.300
N -2.942 -1.247 -7.727
H -1.348 1.502 -7.798
H -2.711 0.937 -6.989
H -3.083 -1.825 -8.544
H -3.643 -0.767 -7.157
C -0.712 5.222 2.884
O -1.404 6.123 2.509
N -1.131 3.851 2.711
N 0.455 5.293 3.598
H -1.984 3.697 2.174
H -0.899 3.141 3.454
H 0.782 4.392 4.036
H 0.598 6.126 4.164
C 7.579 1.242 -6.918
O 8.678 0.774 -6.468
N 7.256 2.526 -6.849
N 6.587 0.466 -7.541
H 6.354 2.879 -7.211
H 7.863 3.291 -6.468
H 6.719 -0.495 -7.836
H 5.659 0.889 -7.690
C 7.474 0.149 -3.255
O 6.895 0.088 -2.178
N 7.168 -0.650 -4.339
N 8.680 0.820 -3.319
H 7.764 -0.545 -5.195
H 6.151 -0.827 -4.428
H 8.991 1.102 -4.249
H 9.114 1.132 -2.458
C -6.643 -0.552 1.190
O -7.339 -0.027 0.183
N -6.565 0.104 2.405
N -6.002 -1.708 1.052
H -6.684 1.106 2.524
H -5.833 -0.163 3.042
H -6.207 -1.962 0.119
H -5.137 -2.012 1.499
C -4.491 -4.379 5.894
O -5.666 -4.378 5.540
N -3.439 -3.844 5.232
N -4.127 -4.864 7.083
H -2.531 -4.275 5.375
H -3.550 -3.520 4.249
H -3.237 -4.692 7.460
H -4.897 -4.825 7.705
C -6.769 2.982 -1.348
O -6.164 4.055 -1.565
N -6.661 1.884 -2.220
N -7.681 2.799 -0.332
H -5.744 1.689 -2.644
H -7.253 1.082 -1.973
H -8.132 3.592 0.111
H -7.726 1.850 -0.008
C 1.769 1.544 4.568
O 0.811 2.347 4.627
N 3.030 2.026 4.806
N 1.614 0.226 4.327
H 3.211 3.040 4.786
H 3.927 1.548 4.600
H 0.612 0.012 4.328
H 2.207 -0.569 4.402
C -5.116 3.774 2.972
O -5.592 2.767 3.552
N -4.287 4.661 3.493
N -5.421 3.904 1.659
H -4.313 5.681 3.302
H -4.296 4.478 4.480
H -5.845 3.053 1.410
H -4.818 4.237 0.924
C 2.489 3.549 -3.330
O 2.076 4.092 -2.313
N 2.049 4.021 -4.527
N 3.385 2.490 -3.322
H 2.309 3.647 -5.419
H 1.403 4.818 -4.437
H 3.860 2.300 -2.450
H 3.775 2.235 -4.235
C -3.092 -4.310 -1.489
O -3.437 -5.455 -1.425
N -1.820 -3.941 -1.407
N -3.994 -3.330 -1.901
H -1.622 -2.947 -1.609
H -1.142 -4.589 -1.046
H -4.789 -3.679 -2.397
H -3.676 -2.578 -2.382
C 2.113 -4.527 -0.724
O 2.361 -3.920 0.294
N 1.157 -5.513 -0.780
N 2.580 -4.143 -1.920
H 0.963 -5.996 0.087
H 0.980 -6.032 -1.647
H 3.036 -3.266 -1.935
H 2.325 -4.620 -2.793
C -3.080 6.177 -0.518
O -3.867 6.352 0.397
N -3.423 5.641 -1.748
N -1.726 6.462 -0.335
H -2.724 5.721 -2.500
H -4.488 5.550 -1.932
H -1.443 6.536 0.630
H -1.050 6.323 -1.086
C 6.030 -2.022 1.457
O 5.979 -1.857 2.671
N 6.691 -3.020 0.889
N 5.563 -1.060 0.566
H 6.408 -3.400 0.003
H 6.819 -3.704 1.584
H 5.345 -0.196 1.061
H 6.110 -0.809 -0.275
C -3.875 0.699 -4.701
O -4.293 0.836 -5.907
N -3.333 -0.378 -4.143
N -4.023 1.812 -3.941
H -2.675 -0.429 -3.161
H -3.094 -1.048 -4.846
H -4.302 2.594 -4.563
H -3.342 2.101 -3.185
C 0.080 -2.079 -5.113
O 1.017 -2.108 -5.945
N -0.731 -1.009 -4.958
N -0.143 -3.140 -4.319
H -0.552 -0.271 -5.655
H -0.995 -0.705 -3.962
H -0.689 -3.117 -3.503
H 0.361 -3.914 -4.466
C 5.302 -0.296 6.003
O 4.622 -1.201 6.408
N 6.000 0.564 6.919
N 5.490 0.061 4.672
H 5.782 0.358 7.904
H 5.980 1.533 6.659
H 5.345 -0.675 3.928
H 6.270 0.685 4.580
C -4.987 -4.588 1.608
O -3.917 -3.920 1.581
N -5.683 -4.675 2.704
N -5.442 -5.430 0.635
H -6.617 -5.059 2.696
H -5.453 -4.294 3.593
H -4.992 -5.429 -0.294
H -6.272 -5.963 0.741
C -1.933 3.046 7.769
O -2.394 3.916 7.037
N -2.442 2.888 9.059
N -0.756 2.237 7.480
H -3.096 3.646 9.318
H -2.239 2.280 9.804
H -0.338 2.240 6.556
H -0.249 1.586 8.098
C 3.075 0.931 -6.406
O 3.918 1.814 -6.200
N 2.301 0.346 -5.544
N 2.885 0.428 -7.666
H 1.756 -0.454 -5.687
H 2.285 0.776 -4.654
H 2.943 0.970 -8.507
H 2.101 -0.168 -7.806
```

As for the net charge: -1. The highest occupied orbital energy comes out at -6.41 eV.


Entry from the OMol25 dataset: 2 unconnected molecules or ions with the total composition C16H16F17N4OS at a distorted geometry (ωB97M-V/def2-TZVPD).

```
55
Properties=species:S:1:pos:R:3
C 1.082 -3.683 2.820
N 0.423 -2.962 1.666
C -0.161 -4.025 0.955
N -1.380 -4.394 1.105
N -1.994 -5.467 0.423
C -2.383 -5.147 -0.720
S -2.901 -4.689 -2.073
N 0.703 -4.632 0.059
C 1.436 -3.465 -0.500
C 1.317 -2.372 0.632
C 2.667 -1.815 1.065
C 2.545 -0.340 1.551
C 2.709 -0.191 3.057
F 4.007 0.123 3.290
F 2.471 -1.333 3.735
C 1.870 0.943 3.729
F 1.836 0.664 5.050
F 2.480 2.129 3.608
C 0.386 1.027 3.261
F -0.357 1.358 4.328
F -0.058 -0.172 2.836
C 0.085 2.117 2.167
F -0.920 1.631 1.399
F -0.344 3.241 2.723
F 1.123 2.345 1.360
H 0.546 -4.611 3.000
H 1.005 -3.099 3.723
H 2.100 -3.967 2.579
H -1.951 -3.886 1.776
H 1.267 -5.308 0.561
H 2.439 -3.802 -0.707
H 0.869 -3.191 -1.377
H 0.696 -1.623 0.153
H 3.159 -2.434 1.803
H 3.278 -1.812 0.173
H 1.599 0.022 1.187
H 3.372 0.197 1.112
C -1.409 4.703 -2.956
C -2.704 4.350 -2.191
C -2.720 3.073 -1.345
F -2.544 1.964 -2.089
F -3.922 2.955 -0.737
F -3.744 4.350 -3.047
F -2.910 5.368 -1.311
O -1.331 4.412 -4.350
C -0.888 3.204 -4.843
C -1.970 2.481 -5.652
F -3.048 2.218 -4.894
F -1.475 1.302 -6.097
F -0.372 2.419 -3.875
F 0.122 3.474 -5.695
H -1.368 5.791 -2.926
H -0.519 4.363 -2.426
H -1.948 3.106 -0.572
H -2.276 3.091 -6.503
```

As for the net charge: +1. The highest occupied orbital energy comes out at -13.43 eV.


Entry from the OMol25 dataset: 8 unconnected molecules or ions with the total composition C21H42Cl15INO2S at a distorted geometry (ωB97M-V/def2-TZVPD).

```
83
Properties=species:S:1:pos:R:3
C 0.985 -1.573 1.964
C 1.692 -2.470 0.952
I 1.991 -1.268 -0.874
C 0.804 -3.685 0.585
N 1.158 -4.844 1.334
C 0.218 -5.150 2.371
C -1.248 -5.388 1.874
C -2.200 -4.233 2.284
C -3.005 -3.773 1.081
S -3.931 -2.249 1.302
O -3.541 -1.277 0.328
O -5.327 -2.539 1.374
Cl -3.403 -1.514 3.140
H 1.671 -0.956 2.540
H 0.463 -2.236 2.651
H 0.248 -0.950 1.469
H 2.655 -2.790 1.323
H 0.891 -3.866 -0.494
H -0.227 -3.327 0.746
H 0.169 -4.403 3.195
H 0.559 -6.071 2.849
H -1.657 -6.315 2.268
H -1.190 -5.427 0.792
H -1.594 -3.391 2.596
H -2.861 -4.525 3.094
H -2.357 -3.579 0.233
H -3.757 -4.499 0.788
Cl -1.622 2.736 1.195
C -3.199 1.900 1.246
C -3.828 1.773 -0.111
Cl -4.322 3.368 -0.771
H -3.835 2.449 1.936
H -3.023 0.906 1.644
H -4.720 1.155 -0.051
H -3.143 1.319 -0.821
Cl 5.606 -2.045 0.147
C 6.725 -1.316 -1.020
C 6.275 -1.556 -2.437
Cl 6.436 -3.270 -2.911
H 7.721 -1.714 -0.842
H 6.734 -0.244 -0.825
H 6.894 -0.982 -3.125
H 5.235 -1.270 -2.571
Cl 4.780 -7.604 -2.413
C 5.797 -6.806 -3.633
C 5.291 -7.027 -5.034
Cl 5.470 -8.724 -5.564
H 6.812 -7.177 -3.517
H 5.786 -5.739 -3.418
H 5.864 -6.417 -5.730
H 4.241 -6.763 -5.117
Cl -4.077 0.041 -4.265
C -4.347 1.799 -4.353
C -5.531 2.152 -5.214
Cl -5.244 1.808 -6.942
H -3.435 2.259 -4.724
H -4.524 2.146 -3.337
H -5.733 3.219 -5.133
H -6.417 1.602 -4.910
Cl -7.571 7.681 -0.546
C -6.101 6.998 0.200
C -4.866 7.784 -0.155
Cl -4.437 7.616 -1.875
H -6.015 5.962 -0.119
H -6.251 7.022 1.278
H -4.022 7.407 0.421
H -4.993 8.842 0.057
Cl 3.197 2.075 0.583
C 2.964 3.837 0.495
C 1.793 4.197 -0.381
Cl 2.100 3.854 -2.105
H 3.887 4.287 0.135
H 2.772 4.183 1.509
H 1.587 5.264 -0.303
H 0.909 3.640 -0.082
Cl 2.836 5.885 3.392
C 2.332 5.710 5.093
C 2.520 4.297 5.582
Cl 1.402 3.168 4.781
H 1.292 6.017 5.163
H 2.942 6.393 5.682
H 2.317 4.252 6.651
H 3.533 3.949 5.401
```

As for the net charge: -1. The highest occupied orbital energy comes out at -2.46 eV.


Entry from the OMol25 dataset: a molecular structure, C26H22N7O4Ru at a distorted geometry (ωB97M-V/def2-TZVPD).

```
60
Properties=species:S:1:pos:R:3
Ru -1.013 1.118 0.102
C -0.027 -5.926 -1.792
C 0.073 -4.538 -1.244
C 1.227 -4.092 -0.601
C 1.307 -2.817 -0.094
C 0.239 -1.900 -0.194
N 0.345 -0.657 0.364
C 0.947 -0.556 1.590
C 0.809 -1.589 2.543
C 1.374 -1.508 3.791
C 2.134 -0.403 4.169
C 2.712 -0.293 5.541
C 2.281 0.626 3.251
C 1.700 0.574 1.993
N 1.896 1.695 1.154
C 3.071 2.306 0.906
C 2.790 3.494 0.268
C 1.397 3.528 0.175
N 0.877 2.437 0.714
C -0.911 -2.346 -0.884
C -0.970 -3.638 -1.390
N -2.039 -1.532 -1.080
C -3.326 -1.947 -1.076
C -4.092 -0.921 -1.577
C -3.177 0.095 -1.867
N -1.941 -0.282 -1.555
H 0.572 -6.616 -1.201
H 0.344 -5.949 -2.817
H -1.059 -6.269 -1.792
H 2.071 -4.758 -0.497
H 2.211 -2.487 0.399
H 0.191 -2.434 2.278
H 1.209 -2.311 4.494
H 2.890 -1.275 5.969
H 2.011 0.232 6.188
H 3.642 0.268 5.534
H 2.829 1.515 3.527
H 4.006 1.852 1.167
H 3.485 4.234 -0.072
H 0.769 4.302 -0.226
H -1.863 -3.937 -1.920
H -3.595 -2.913 -0.701
H -5.155 -0.893 -1.711
H -3.372 1.050 -2.316
O -3.884 3.849 -1.577
C -2.905 3.225 -1.206
O -2.742 2.594 -0.136
C -1.683 3.202 -2.180
C -1.651 4.065 -3.269
C -0.557 4.029 -4.116
C 0.461 3.122 -3.851
C 0.338 2.286 -2.754
N -0.708 2.336 -1.939
H -2.491 4.728 -3.415
H -0.499 4.684 -4.973
H 1.331 3.061 -4.487
H 1.096 1.547 -2.521
O -0.975 1.444 3.004
N -1.709 1.185 2.062
O -2.288 0.100 1.850
```

As for the net charge: 0. As for the spin multiplicity: 6. The highest occupied orbital energy (spin up / spin down) comes out at -7.28 / -7.23 eV.


Entry from the OMol25 dataset: 2 unconnected molecules or ions with the total composition C4H9BO3 at a distorted geometry (ωB97M-V/def2-TZVPD).

```
17
Properties=species:S:1:pos:R:3
B -3.015 -0.008 -0.139
C -0.214 -0.613 0.296
C 0.825 0.056 -0.051
C 2.204 -0.608 -0.035
C 0.852 1.474 -0.450
O -3.012 -1.361 -0.467
O -4.294 0.600 -0.073
O -1.950 0.627 0.219
H -0.404 -1.666 0.441
H 2.831 0.048 -0.741
H 2.515 -0.453 0.989
H 2.219 -1.653 -0.443
H -0.068 1.783 -0.069
H 1.740 1.969 0.150
H 0.984 1.745 -1.434
H -3.942 -1.759 -0.675
H -4.891 0.382 -0.764
```

As for the net charge: 0. The highest occupied orbital energy comes out at -10.23 eV.


These records have energy values of -209348.591 -81882.872 -234816.597 -48516.898 -11112.428 eV, in the order they appear.